{
  "formula": "C2H3N3",
  "method": "the ωB97M-V functional and the def2-TZVPD basis",
  "elements": ["N", "C", "C", "N", "N", "H", "H", "H"],
  "coordinates": [[-1.01671, -0.04872, 0.01032], [0.00979, 0.82271, 0.19564], [1.11470, 0.03466, -0.13075], [0.65543, -1.18804, -0.51653], [-0.61314, -1.25226, -0.39191], [-2.00731, 0.06829, 0.12488], [-0.21948, 1.84968, 0.48178], [2.06275, -0.31314, 0.22879]],
  "lumo_ev": 0.869,
  "orbital_gap_ev": 10.71,
  "e_tot_ha": -242.20972
}

{
  "formula": "C23H50N2O22S3",
  "method": "the ωB97M-V functional and the def2-TZVPD basis",
  "elements": ["C", "N", "C", "C", "C", "C", "O", "H", "H", "H", "H", "H", "H", "H", "H", "H", "H", "H", "H", "H", "H", "N", "O", "O", "O", "O", "S", "O", "O", "C", "C", "C", "H", "H", "H", "H", "H", "H", "H", "H", "O", "S", "O", "O", "C", "C", "C", "H", "H", "H", "H", "H", "H", "H", "H", "O", "S", "O", "O", "C", "C", "C", "H", "H", "H", "H", "H", "H", "H", "H", "C", "C", "O", "C", "O", "O", "H", "H", "H", "H", "C", "C", "O", "C", "O", "O", "H", "H", "H", "H", "C", "C", "O", "C", "O", "O", "H", "H", "H", "H"],
  "coordinates": [[1.74536, 0.46632, 7.50401], [1.32784, 0.91402, 6.08261], [0.08439, 1.82929, 6.23910], [2.36174, 1.60923, 5.42867], [0.96377, -0.30216, 5.39408], [0.80738, -0.25715, 3.85526], [0.34217, -1.52496, 3.33122], [0.83344, 0.13895, 8.12732], [1.98674, 1.22385, 8.20367], [2.43300, -0.41644, 7.48110], [-0.51330, 1.92482, 5.27718], [0.17051, 2.88774, 6.38717], [-0.74812, 1.50683, 6.92687], [2.82456, 2.52926, 5.96331], [2.10601, 2.12252, 4.59466], [3.16182, 1.06996, 5.04519], [0.03598, -0.74909, 5.71116], [1.72745, -1.05910, 5.53329], [1.64660, -0.07975, 3.21906], [0.35934, 0.72353, 3.73685], [0.73817, -1.61242, 2.34831], [0.75089, -0.88336, -0.26881], [-0.11705, -1.04981, -1.21265], [0.96075, 0.22728, 0.13267], [1.00889, -1.74045, 0.54300], [5.58351, -1.36641, -0.89868], [5.80709, -0.53848, -2.01187], [5.12693, -0.74151, -3.28613], [5.32447, 0.95238, -1.44665], [3.91920, 0.99705, -1.22405], [3.46908, 2.37047, -1.45678], [7.42576, -0.28459, -2.29346], [3.77862, 0.62093, -0.18376], [3.28029, 0.36373, -1.67995], [3.69155, 2.76088, -2.42862], [4.07378, 2.92250, -0.78271], [2.44666, 2.44022, -1.07466], [7.87117, 0.21633, -1.26073], [7.29196, 0.36517, -3.11898], [7.94616, -1.02289, -2.65608], [-1.82003, -3.48816, -7.09043], [-2.30187, -4.70552, -6.42215], [-1.25565, -5.71572, -6.25558], [-2.86159, -4.14893, -5.01705], [-2.10426, -3.43998, -4.13465], [-2.97707, -2.76990, -3.14170], [-3.70316, -5.31108, -7.15717], [-1.34476, -2.61750, -4.53931], [-1.48611, -4.17399, -3.87788], [-2.30378, -2.17789, -2.28460], [-3.53004, -3.37734, -2.53840], [-3.76038, -2.29267, -3.47979], [-3.94100, -6.13968, -6.66088], [-3.41667, -5.42677, -8.15855], [-4.75112, -4.70884, -7.42704], [0.23513, 2.27734, -3.40630], [-0.55382, 2.95842, -2.40811], [0.10838, 3.83587, -1.52501], [-1.48351, 4.00629, -3.36308], [-0.85028, 5.21041, -3.70700], [-1.58440, 5.94143, -4.90689], [-1.74850, 2.00220, -1.56248], [0.03016, 4.66278, -3.81792], [-0.75550, 5.73299, -2.83510], [-2.65031, 5.89200, -4.72373], [-1.42742, 5.40643, -5.86304], [-1.15564, 7.09561, -5.07668], [-2.30449, 1.54346, -2.44960], [-2.49914, 2.65397, -1.20623], [-1.16525, 1.24856, -0.92041], [1.19020, 4.44314, 1.30028], [0.15066, 3.37593, 1.50252], [-0.26092, 3.56745, 2.87079], [0.55973, 4.45667, 3.44813], [0.64197, 4.56711, 4.61916], [1.42015, 5.00855, 2.54932], [0.77379, 5.10780, 0.61851], [2.14210, 4.05347, 0.75773], [0.53706, 2.51429, 1.45732], [-0.58062, 3.29520, 0.77385], [-1.05653, -4.68022, 1.14942], [-1.40236, -4.24946, -0.35472], [-2.38088, -5.17768, -0.61630], [-2.74525, -5.94298, 0.43369], [-3.53823, -6.93545, 0.41565], [-2.12391, -5.56170, 1.47935], [-1.11470, -3.71889, 1.79037], [-0.16341, -5.25528, 1.24480], [-0.62108, -4.47506, -1.03604], [-1.78667, -3.21327, -0.31582], [-3.36888, -0.44503, 0.46018], [-2.63383, -0.76897, 1.68971], [-3.31467, -1.92247, 2.21350], [-4.36299, -2.19949, 1.51220], [-5.12781, -3.24965, 1.66119], [-4.43023, -1.43187, 0.40775], [-2.76307, -0.46424, -0.33156], [-3.80267, 0.65202, 0.69615], [-2.84224, -0.06369, 2.25587], [-1.66718, -0.81474, 1.52258]],
  "lumo_ev": -0.651,
  "orbital_gap_ev": 8.32,
  "e_tot_ha": -3865.05850
}

{
  "formula": "C8H8",
  "method": "the ωB97M-V functional and the def2-TZVPD basis",
  "elements": ["C", "C", "C", "C", "C", "C", "C", "C", "H", "H", "H", "H", "H", "H", "H", "H"],
  "coordinates": [[-1.78173, 0.50109, -0.49150], [-1.83214, -0.52905, 0.36398], [-0.36778, -0.71268, 0.72714], [0.33162, -0.69157, -0.68239], [1.86611, -0.47696, -0.50717], [1.80710, 0.46408, 0.45955], [0.27987, 0.71728, 0.76136], [-0.34086, 0.73876, -0.62643], [-2.52978, 1.35165, -0.89052], [-2.67213, -1.18926, 0.69120], [-0.28615, -1.44059, 1.56360], [0.10959, -1.48667, -1.43431], [2.70130, -0.85817, -1.09116], [2.79174, 0.75806, 0.98205], [0.13597, 1.37728, 1.58866], [-0.02374, 1.42200, -1.43679]],
  "lumo_ev": 1.051,
  "orbital_gap_ev": 9.85,
  "e_tot_ha": -309.47385
}

{
  "formula": "C4H11OS",
  "method": "the ωB97M-V functional and the def2-TZVPD basis",
  "elements": ["C", "C", "S", "H", "H", "H", "H", "H", "H", "C", "O", "C", "H", "H", "H", "H", "H"],
  "coordinates": [[-1.86957, -0.58388, 1.05884], [-1.29213, -0.45773, 2.47345], [0.41665, 0.12844, 2.63332], [-1.72561, 0.35548, 0.51810], [-1.19757, -1.19008, 0.45451], [-2.88323, -0.97766, 1.07988], [-1.29792, -1.47673, 2.86238], [-1.93633, 0.20823, 3.04954], [0.78766, 0.65021, 0.73502], [1.23268, -0.04616, -1.27007], [0.71172, 0.75493, -0.27640], [1.56930, 0.78116, -2.51767], [2.14131, -0.55605, -0.93233], [0.47512, -0.79184, -1.50535], [2.62040, 0.82870, -2.80068], [0.92322, 0.57386, -3.37032], [1.32430, 1.79911, -2.19220]],
  "lumo_ev": 3.943,
  "orbital_gap_ev": 6.65,
  "charge": -1,
  "e_tot_ha": -632.43447
}

Number 1: HOMO energy -9.84 eV. Number 2: HOMO energy -8.97 eV. Number 3: HOMO energy -8.80 eV. Number 4: HOMO energy -2.71 eV.